Density functional theory data (ωB97M-V/def2-TZVPD) for 9 unconnected molecules or ions with the total composition C47H81BBrClNO13 at a distorted geometry.

Structure (XYZ):
```
145
Properties=species:S:1:pos:R:3:forces:R:3
C 2.656 -3.114 5.140 -0.33 0.62 -0.51
C 2.865 -1.596 4.929 0.54 -0.90 0.14
C 4.327 -1.200 5.096 -0.62 -0.66 0.19
C 5.206 -1.460 3.871 0.68 2.48 1.34
O 6.291 -0.543 4.041 0.13 -0.10 0.08
B 6.825 -0.140 2.745 -0.37 -0.19 0.51
Cl 6.845 1.781 2.688 0.16 0.10 -0.09
O 5.781 -0.646 1.811 0.07 -0.12 -0.12
C 4.664 -1.004 2.505 1.41 -0.78 -1.83
C 3.901 -1.962 1.554 -0.81 0.00 0.30
C 3.985 -3.426 1.852 -0.06 -0.02 -0.03
O 4.941 -4.068 2.087 0.33 -0.19 0.13
Br 2.232 -4.359 1.744 0.02 0.08 -0.15
O 3.806 0.216 2.644 -0.36 -0.12 1.11
C 3.614 0.849 1.555 0.55 -0.72 0.55
N 3.467 1.341 0.531 -0.38 0.69 -0.98
O 2.079 -0.870 5.863 -0.15 0.07 -0.18
C 0.732 -0.744 5.446 -0.22 0.72 0.14
C 0.571 0.236 4.306 -0.16 -0.44 -0.11
C 0.655 1.609 4.516 -0.09 -0.42 -0.43
C 0.544 2.463 3.424 0.15 -0.16 0.42
C 0.344 1.965 2.144 0.38 0.34 0.48
C 0.226 0.598 1.931 0.08 0.16 0.61
C 0.342 -0.257 3.021 0.01 0.20 -0.15
H 2.286 -3.292 6.146 0.25 -0.11 0.22
H 3.576 -3.655 4.934 0.07 -0.18 0.13
H 1.905 -3.461 4.436 -0.11 -0.29 0.07
H 2.569 -1.377 3.902 -0.24 0.36 0.07
H 4.734 -1.775 5.928 0.13 0.03 0.12
H 4.401 -0.156 5.382 -0.01 0.21 -0.32
H 5.718 -2.418 3.902 -0.89 -0.66 -0.70
H 7.928 -0.565 2.504 0.04 0.12 -0.23
H 4.356 -1.827 0.575 0.11 0.00 -0.12
H 2.852 -1.706 1.450 -0.08 0.18 0.17
H 0.278 -1.704 5.186 0.14 -0.18 -0.08
H 0.179 -0.352 6.300 0.09 -0.09 0.20
H 0.810 1.977 5.520 0.07 0.13 0.05
H 0.640 3.525 3.600 -0.02 0.13 -0.16
H 0.284 2.643 1.306 0.09 -0.08 0.58
H 0.058 0.229 0.933 -0.02 -0.19 0.08
H 0.267 -1.328 2.880 -0.01 -0.12 -0.03
C -3.099 -5.351 1.332 -0.03 -0.12 0.04
C -3.143 -4.758 2.737 0.00 0.13 -0.03
C -1.810 -5.221 3.310 0.03 -0.11 0.01
O -0.904 -5.302 2.210 -0.09 -0.03 -0.02
C -1.625 -5.198 0.980 0.06 0.14 -0.02
H -3.756 -4.851 0.622 0.02 0.02 0.00
H -3.371 -6.408 1.363 0.01 0.00 -0.02
H -3.169 -3.667 2.681 0.01 0.00 0.02
H -3.996 -5.088 3.329 0.01 -0.02 0.00
H -1.895 -6.216 3.762 -0.05 0.03 0.05
H -1.409 -4.536 4.058 0.06 0.00 -0.02
H -1.421 -4.215 0.543 -0.03 -0.01 -0.06
H -1.271 -5.963 0.288 0.06 0.00 0.03
C -0.151 3.937 -1.704 0.09 0.01 0.04
C 0.420 2.606 -2.187 -0.15 -0.02 -0.12
C 0.350 1.764 -0.923 0.02 0.13 -0.14
O -0.781 2.245 -0.177 -0.47 0.02 -1.27
C -1.234 3.480 -0.735 -0.09 -0.11 -0.16
H -0.539 4.566 -2.505 -0.01 -0.01 0.01
H 0.618 4.500 -1.169 0.00 0.01 0.00
H -0.227 2.183 -2.962 0.01 0.01 0.01
H 1.430 2.678 -2.588 0.02 0.00 0.06
H 1.245 1.891 -0.313 0.12 -0.09 -0.10
H 0.219 0.700 -1.130 -0.04 0.03 -0.01
H -2.181 3.295 -1.259 0.00 0.09 0.00
H -1.418 4.196 0.064 -0.06 -0.03 0.08
C -5.414 6.187 0.821 -0.03 -0.14 -0.03
C -4.876 6.584 2.190 0.03 0.18 0.01
C -3.537 5.860 2.217 -0.02 -0.16 0.01
O -3.082 5.799 0.862 -0.09 0.08 0.07
C -4.145 6.169 -0.019 0.09 0.15 -0.04
H -6.169 6.869 0.429 0.03 0.02 -0.01
H -5.848 5.188 0.871 -0.01 0.00 0.02
H -4.718 7.666 2.231 0.02 -0.01 0.01
H -5.528 6.302 3.014 -0.02 -0.07 -0.03
H -3.647 4.836 2.590 -0.02 0.02 0.06
H -2.789 6.371 2.826 0.05 -0.01 -0.05
H -3.923 7.162 -0.427 -0.07 -0.01 -0.07
H -4.195 5.461 -0.847 0.06 0.00 -0.01
C 5.845 -5.794 -1.347 0.03 -0.10 -0.12
C 4.737 -5.063 -2.099 -0.11 0.05 0.04
C 3.679 -6.150 -2.225 0.03 -0.08 -0.02
O 3.817 -6.991 -1.081 0.07 -0.05 -0.07
C 5.041 -6.677 -0.405 -0.06 0.16 0.18
H 6.528 -5.129 -0.821 -0.03 0.02 0.02
H 6.430 -6.406 -2.040 0.00 0.02 -0.01
H 4.355 -4.240 -1.489 -0.01 -0.01 0.00
H 5.052 -4.657 -3.056 0.04 0.01 0.01
H 3.841 -6.762 -3.123 -0.01 0.08 -0.05
H 2.663 -5.750 -2.257 -0.02 -0.05 0.05
H 4.798 -6.134 0.511 0.04 -0.04 0.08
H 5.556 -7.602 -0.140 -0.07 -0.04 -0.03
C -4.288 8.274 -4.983 0.10 0.05 0.07
C -3.692 6.952 -5.454 -0.10 -0.04 -0.08
C -3.788 6.104 -4.193 0.09 0.03 0.13
O -4.937 6.569 -3.479 0.02 0.04 -0.07
C -5.389 7.800 -4.045 -0.09 -0.09 -0.05
H -4.662 8.902 -5.791 -0.02 -0.02 -0.01
H -3.539 8.844 -4.428 -0.01 0.01 0.00
H -4.313 6.522 -6.244 0.01 -0.01 0.00
H -2.674 7.036 -5.830 0.01 0.01 0.03
H -2.908 6.240 -3.555 0.04 -0.03 -0.04
H -3.901 5.041 -4.403 -0.05 -0.01 0.05
H -6.320 7.608 -4.590 -0.01 0.08 -0.02
H -5.598 8.510 -3.243 0.00 -0.05 0.05
C -9.975 5.034 2.575 -0.04 -0.13 0.03
C -9.441 5.442 3.944 0.02 0.14 -0.02
C -8.104 4.715 3.982 0.01 -0.15 -0.01
O -7.644 4.640 2.631 -0.16 0.02 0.07
C -8.701 5.008 1.742 0.08 0.13 -0.02
H -10.727 5.713 2.176 0.02 0.02 0.00
H -10.412 4.034 2.627 0.00 0.00 -0.01
H -9.282 6.523 3.976 0.00 -0.01 0.01
H -10.094 5.170 4.772 0.00 -0.03 0.00
H -8.217 3.695 4.365 -0.01 0.03 0.07
H -7.358 5.230 4.589 0.05 -0.01 -0.04
H -8.477 5.998 1.330 -0.06 0.00 -0.04
H -8.746 4.293 0.920 0.06 -0.02 0.01
C 6.696 -0.926 -4.997 0.13 -0.02 -0.02
C 6.433 -1.912 -6.131 -0.13 0.02 -0.01
C 6.782 -3.241 -5.473 0.12 0.01 0.07
O 6.476 -3.098 -4.086 0.05 0.09 -0.15
C 6.231 -1.718 -3.784 -0.13 -0.01 0.06
H 6.172 0.022 -5.107 -0.02 -0.01 0.01
H 7.766 -0.718 -4.924 -0.01 0.01 0.02
H 5.375 -1.893 -6.404 0.01 -0.01 -0.01
H 7.019 -1.719 -7.029 0.02 0.00 0.01
H 7.851 -3.464 -5.569 -0.01 0.00 -0.08
H 6.215 -4.078 -5.883 -0.01 -0.03 0.05
H 5.158 -1.588 -3.611 0.01 0.06 0.01
H 6.762 -1.449 -2.871 0.00 -0.07 0.02
C 0.020 -6.842 -5.372 -0.11 0.03 -0.09
C 0.522 -5.428 -5.097 0.13 -0.02 0.09
C -0.617 -4.849 -4.268 -0.11 -0.01 -0.07
O -1.189 -5.943 -3.547 0.02 -0.01 -0.07
C -0.684 -7.177 -4.063 0.12 0.00 0.13
H 0.810 -7.549 -5.620 0.02 0.00 0.03
H -0.699 -6.830 -6.195 0.00 -0.02 0.01
H 1.437 -5.468 -4.502 0.00 0.02 0.00
H 0.726 -4.850 -5.997 -0.03 0.00 -0.01
H -1.393 -4.415 -4.909 0.04 0.05 -0.02
H -0.284 -4.087 -3.563 -0.03 -0.03 0.05
H 0.016 -7.596 -3.333 0.01 -0.05 -0.04
H -1.510 -7.878 -4.193 -0.04 0.04 0.04
```
Forces are in eV/Å.

2S+1   1
Orbital gap   7.4306 eV
LUMO level   0.068 Ha
Net charge   -1
Strongest force on any atom   2.9 eV/Å
Energy   -161401.7551 eV